No. 1
{
  "formula": "C27H35N7ReSb",
  "method": "wB97M-V/def2-TZVPD",
  "elements": ["Re", "C", "C", "C", "N", "C", "C", "C", "C", "C", "C", "C", "N", "C", "C", "C", "N", "C", "C", "C", "C", "C", "C", "C", "N", "C", "C", "H", "H", "H", "H", "H", "H", "H", "H", "H", "H", "H", "H", "H", "H", "H", "H", "H", "H", "H", "H", "H", "H", "H", "H", "H", "H", "C", "Sb", "C", "C", "H", "H", "H", "H", "H", "H", "H", "H", "H", "N", "C", "N", "C", "N"],
  "xyz": [[-0.108, -0.499, -0.135], [2.324, 1.110, 2.071], [3.366, 0.098, 1.607], [2.805, -1.047, 0.764], [1.926, -0.597, -0.320], [2.448, -0.356, -1.541], [3.829, -0.284, -1.754], [4.573, -0.029, -2.895], [4.158, 0.245, -4.188], [2.850, 0.301, -4.628], [1.669, 0.091, -3.931], [1.428, -0.223, -2.590], [0.176, -0.435, -2.129], [-0.938, -0.526, -3.076], [-2.182, -1.138, -2.453], [-2.860, -0.344, -1.340], [-2.101, -0.428, -0.092], [-2.726, -0.611, 1.095], [-4.100, -0.460, 1.259], [-4.936, -0.774, 2.326], [-4.632, -1.447, 3.490], [-3.365, -1.867, 3.874], [-2.132, -1.573, 3.328], [-1.775, -0.838, 2.178], [-0.511, -0.463, 1.895], [0.452, -0.527, 3.004], [1.370, 0.680, 3.177], [1.760, 1.424, 1.195], [2.839, 2.009, 2.419], [3.900, -0.323, 2.464], [4.116, 0.633, 1.017], [2.196, -1.719, 1.365], [3.617, -1.668, 0.378], [4.432, -0.438, -0.871], [5.645, -0.033, -2.738], [4.932, 0.432, -4.920], [2.713, 0.533, -5.678], [0.782, 0.188, -4.540], [-0.645, -1.135, -3.936], [-1.178, 0.471, -3.468], [-1.957, -2.141, -2.082], [-2.908, -1.267, -3.260], [-3.861, -0.753, -1.206], [-2.984, 0.704, -1.639], [-4.613, -0.030, 0.410], [-5.977, -0.514, 2.179], [-5.454, -1.698, 4.146], [-3.320, -2.487, 4.762], [-1.304, -2.007, 3.870], [1.018, -1.461, 2.934], [-0.090, -0.584, 3.948], [1.960, 0.466, 4.075], [0.743, 1.536, 3.447], [-0.844, 3.586, 1.111], [-0.163, 2.316, -0.431], [1.699, 3.224, -0.867], [-1.296, 3.055, -2.056], [-0.636, 4.613, 0.819], [-0.328, 3.359, 2.041], [-1.914, 3.455, 1.256], [1.515, 4.121, -1.457], [2.347, 2.546, -1.419], [2.185, 3.498, 0.067], [-1.267, 4.143, -2.009], [-2.329, 2.720, -2.024], [-0.845, 2.723, -2.990], [-2.408, -5.540, 2.285], [-1.660, -5.160, 1.494], [-0.788, -4.769, 0.576], [-0.489, -3.588, 0.318], [-0.146, -2.500, 0.018]],
  "mulliken_charge": [-2.203, 1.220, -0.822, -1.307, -0.026, 1.621, -0.799, -0.942, -0.686, -0.841, -0.756, 1.556, 0.857, -0.690, -1.804, -0.628, 0.727, 0.999, -0.563, -0.653, -0.398, -0.703, -0.715, 0.960, 0.399, -1.013, -1.452, -1.548, 0.651, 0.472, 0.375, 0.242, 0.660, 0.213, 0.368, 0.369, 0.363, 0.337, 0.685, 0.298, 0.225, 0.537, 0.747, 0.154, 0.398, 0.383, 0.367, 0.384, 0.449, 0.303, 0.788, 0.338, 0.384, -1.285, 0.701, -1.257, -1.431, 0.450, 0.335, 0.404, 0.521, 0.308, 0.407, 0.531, 0.422, 0.391, -0.506, 0.414, -0.748, 0.778, 0.284],
  "relative_energy_kcal_mol": 0.0,
  "multiplicity": 2,
  "charge": 1,
  "homo_lumo_gap_ha": [0.2078, 0.2297]
}

***

No. 2
{
  "formula": "C27H35NPbSe",
  "method": "wB97M-V/def2-TZVPD",
  "elements": ["Pb", "C", "C", "C", "C", "C", "C", "C", "C", "C", "H", "H", "H", "H", "H", "H", "H", "H", "H", "H", "H", "H", "C", "N", "C", "C", "C", "C", "C", "C", "C", "C", "H", "H", "H", "H", "H", "H", "H", "H", "H", "H", "H", "H", "C", "C", "C", "C", "C", "C", "Se", "C", "C", "C", "H", "H", "H", "H", "H", "H", "H", "H", "H", "H", "H"],
  "xyz": [[0.843, 0.771, 0.648], [-2.269, 1.633, 2.998], [-0.866, 1.316, 3.453], [0.134, 2.274, 3.490], [1.297, 2.068, 4.201], [2.297, 3.124, 4.503], [1.513, 0.782, 4.771], [0.559, -0.221, 4.744], [0.792, -1.623, 5.319], [-0.579, 0.045, 4.026], [-2.520, 1.113, 2.066], [-2.412, 2.670, 2.765], [-2.955, 1.323, 3.785], [-0.098, 3.226, 3.003], [2.368, 3.275, 5.631], [2.087, 4.101, 4.032], [3.277, 2.733, 4.128], [2.507, 0.644, 5.243], [0.971, -1.634, 6.343], [1.608, -2.099, 4.761], [-0.118, -2.234, 5.131], [-1.345, -0.739, 3.853], [1.106, -0.219, -2.571], [1.960, 0.594, -1.689], [3.354, 0.157, -1.851], [1.801, 2.042, -2.154], [0.480, 2.631, -1.674], [0.152, 3.905, -2.116], [-1.039, 4.524, -1.773], [-1.925, 3.928, -0.887], [-1.557, 2.709, -0.313], [-0.323, 2.102, -0.661], [1.475, -0.233, -3.621], [0.097, 0.161, -2.634], [1.056, -1.248, -2.177], [3.670, 0.376, -2.898], [3.443, -0.893, -1.584], [3.954, 0.765, -1.172], [1.788, 2.059, -3.277], [2.639, 2.597, -1.727], [0.918, 4.384, -2.755], [-1.261, 5.446, -2.305], [-2.830, 4.495, -0.574], [-2.199, 2.339, 0.501], [-1.496, -3.934, -5.155], [-1.267, -3.472, -3.746], [-0.351, -4.115, -2.886], [-0.169, -3.750, -1.567], [0.731, -4.538, -0.602], [-0.927, -2.672, -1.026], [-0.515, -1.962, 0.783], [-1.917, -2.052, -1.843], [-2.813, -0.973, -1.355], [-1.999, -2.407, -3.200], [-0.509, -4.269, -5.583], [-1.954, -3.123, -5.727], [-2.135, -4.835, -5.179], [0.229, -4.967, -3.299], [1.030, -5.440, -1.192], [0.295, -4.933, 0.318], [1.561, -3.889, -0.293], [-2.215, -0.075, -1.177], [-3.193, -1.169, -0.338], [-3.675, -0.806, -1.991], [-2.563, -1.786, -3.926]],
  "mulliken_charge": [0.903, -1.406, 0.038, -0.329, 0.626, -1.485, -0.277, 0.384, -1.503, -0.164, 0.124, 0.461, 0.442, 0.392, 0.336, 0.366, 0.359, 0.399, 0.451, 0.310, 0.343, 0.450, -1.089, 0.228, -1.000, -0.897, 0.192, -0.932, -0.510, -1.000, -0.056, 0.675, 0.391, 0.404, 0.168, 0.321, 0.285, 0.356, 0.425, 0.495, 0.428, 0.406, 0.419, 0.348, -1.344, 0.544, -0.663, 0.822, -1.497, 0.158, 0.089, 0.940, -1.418, -0.880, 0.379, 0.387, 0.340, 0.388, 0.412, 0.325, 0.334, 0.184, 0.379, 0.499, 0.342],
  "relative_energy_kcal_mol": 0.0,
  "charge": 2,
  "homo_lumo_gap_ha": [0.1556, 0.1447]
}